<one>
{"formula": "C2BrCl3O", "method": "ωB97M-V with the def2-TZVPD basis set", "homo_lumo_gap_ev": 8.47, "spin_multiplicity": 1, "species": ["C", "C", "O", "Cl", "Cl", "Cl", "Br"], "coordinates": [[-1.513, 0.007, -0.477], [2.417, 0.196, -0.613], [-0.847, 0.468, 0.357], [3.449, 1.487, -0.112], [1.970, -0.736, 0.563], [-1.139, -0.343, -2.003], [-3.469, -0.019, -0.077]], "nbo_charge": [0.3871, -0.2017, -0.4802, 0.0186, 0.1834, 0.1467, -0.0539]}

<two>
{"formula": "C2BrCl3O", "method": "ωB97M-V with the def2-TZVPD basis set", "homo_lumo_gap_ev": [9.25, 5.91], "spin_multiplicity": 1, "species": ["C", "C", "O", "Cl", "Cl", "Cl", "Br"], "coordinates": [[-0.142, 0.553, -1.357], [-0.273, -1.809, 0.998], [0.768, 0.823, -2.038], [-1.692, -2.773, 1.227], [1.196, -2.454, 0.605], [-0.334, -0.217, 1.604], [-1.649, 1.919, -1.238]], "nbo_charge": [0.4757, -0.2623, -0.4576, 0.0706, 0.1250, 0.0800, -0.0314]}

Most stable: <two>. Least stable: <one>.

<one>
{"formula": "O5S2", "method": "ωB97M-V with the def2-TZVPD basis set", "charge": -2, "homo_lumo_gap_ev": 6.21, "spin_multiplicity": 1, "species": ["O", "S", "O", "S", "O", "O", "O"], "coordinates": [[1.834, -1.272, 0.375], [1.418, -0.083, -0.425], [2.036, 1.302, 0.226], [-0.786, 0.039, -0.075], [-1.243, -0.477, -1.403], [-1.245, 1.431, 0.137], [-1.229, -0.851, 1.029]], "nbo_charge": [-1.0297, 1.2104, -1.0649, 2.0507, -1.0799, -1.0434, -1.0433]}

<two>
{"formula": "O5S2", "method": "ωB97M-V with the def2-TZVPD basis set", "charge": -2, "homo_lumo_gap_ev": [6.81, 5.09], "spin_multiplicity": 1, "species": ["O", "O", "O", "O", "O", "S", "S"], "coordinates": [[-0.077, 0.246, 2.038], [-2.270, 0.722, 1.105], [-0.019, -1.623, -1.989], [2.491, -0.995, -1.465], [-0.370, 2.154, 0.418], [1.043, -1.284, -0.970], [-0.798, 0.781, 0.862]], "nbo_charge": [-1.0152, -1.0285, -1.0130, -1.0312, -1.0175, 1.1072, 1.9983]}

Most stable: <one>. Least stable: <two>.

<one>
{"formula": "C3H4", "method": "ωB97M-V with the def2-TZVPD basis set", "homo_lumo_gap_ev": 10.24, "spin_multiplicity": 1, "species": ["C", "C", "C", "H", "H", "H", "H"], "coordinates": [[1.824, -0.331, -0.112], [0.460, -0.249, 0.139], [-0.947, 0.155, -0.075], [2.790, -0.430, 0.312], [-1.107, 0.561, -1.021], [-1.701, -0.613, 0.215], [-1.319, 0.908, 0.540]], "nbo_charge": [-0.2730, 0.0269, -0.7114, 0.2301, 0.2470, 0.2380, 0.2424]}

<two>
{"formula": "C3H4", "method": "ωB97M-V with the def2-TZVPD basis set", "homo_lumo_gap_ev": 10.67, "spin_multiplicity": 1, "species": ["C", "C", "C", "H", "H", "H", "H"], "coordinates": [[-0.138, -0.620, -0.676], [-0.578, 0.551, -0.348], [0.438, -0.057, 0.586], [0.040, -1.191, -1.482], [-1.362, 1.162, -0.305], [0.139, -0.313, 1.518], [1.462, 0.468, 0.706]], "nbo_charge": [-0.1636, -0.1550, -0.4360, 0.2080, 0.2067, 0.1742, 0.1656]}

Most stable: <two>. Least stable: <one>.